ORCA calculation (ωB97M-V with the def2-TZVPD basis set) on a cluster of 2 separate species, C5H6BrN3O2 in total in a non-equilibrium geometry.

```
17
Properties=species:S:1:pos:R:3:forces:R:3
C -0.23857 0.52938 0.58578 2.32 0.53 0.17
C -2.27360 -0.02737 0.98720 -0.47 -1.44 -1.41
C -0.00126 -1.67331 -0.63756 2.25 1.57 0.64
C 1.44125 1.56012 -0.39729 -1.26 1.80 -2.27
C 0.76573 -0.62977 0.29097 -1.47 1.38 -2.32
N 0.04359 1.58622 0.01295 -0.50 -0.05 1.26
N -2.68105 0.04404 2.08961 0.89 0.35 1.67
N 1.73248 0.13027 -0.54771 -3.33 0.89 -1.26
O 0.32703 -1.44695 -1.89015 1.04 0.88 -0.80
O -0.71747 -2.50319 -0.18802 -0.76 -0.74 0.02
Br -3.16999 -0.25133 -0.67137 -0.77 0.09 -1.29
H 1.42721 2.32904 -1.30893 0.90 -2.28 1.35
H 2.01793 1.98797 0.39679 0.47 0.47 0.42
H 1.20232 -1.01200 1.15615 0.47 -0.99 1.42
H -3.60914 0.12715 2.38291 -1.64 0.22 0.81
H 1.10241 -0.67994 -1.89571 -2.00 -1.72 0.76
H 2.63115 -0.07035 -0.36561 3.86 -0.95 0.84
```
Positions in Å, forces in eV/Å.

LUMO energy (alpha / beta): 0.551 / -2.734 eV
relative energy (zero: lowest compared OMol25 entry of this formula, charge and spin): 153.0 kJ/mol
2S+1: 3
Kohn-Sham gap (alpha / beta): 6.9 / 7.1 eV
largest force on an atom: 4.06 eV/Å